Here is 7 unconnected molecules or ions with the total composition C28H49N7 in a non-equilibrium geometry from OMol25. Energies are from wB97M-V/def2-TZVPD.

Values from the calculation:
DFT total energy = -40259.962 eV
orbital gap = 11.5828 eV
M = 483.749 g/mol
lowest unoccupied orbital energy = 0.2 eV
ΔE to the lowest compared entry with this formula, charge and spin = 54.1 kJ/mol

```
84
C28H49N7 wB97M-V/def2-TZVPD
C -2.977 5.274 -3.303
C -1.885 4.325 -2.901
C -1.138 3.754 -4.122
C -0.024 2.909 -3.747
N 0.861 2.244 -3.451
H -3.734 4.805 -3.940
H -2.576 6.084 -3.924
H -3.490 5.737 -2.463
H -2.225 3.504 -2.267
H -1.118 4.853 -2.324
H -0.777 4.583 -4.734
H -1.807 3.168 -4.760
C 4.675 -3.540 1.199
C 4.544 -4.374 2.476
C 3.527 -5.499 2.326
C 2.145 -5.071 2.119
N 1.057 -4.728 1.997
H 5.472 -2.796 1.281
H 3.778 -2.936 1.033
H 4.881 -4.149 0.319
H 4.290 -3.714 3.303
H 5.510 -4.838 2.681
H 3.471 -6.057 3.275
H 3.828 -6.251 1.599
C 3.951 0.839 -1.697
C 4.897 -0.274 -1.243
C 6.371 -0.009 -1.663
C 7.290 -0.859 -0.923
N 8.015 -1.516 -0.319
H 4.463 1.783 -1.894
H 3.172 0.972 -0.952
H 3.514 0.606 -2.672
H 4.592 -1.229 -1.664
H 4.918 -0.300 -0.153
H 6.620 1.043 -1.529
H 6.493 -0.241 -2.725
C -2.043 -0.011 4.548
C -1.613 -1.462 4.663
C -1.558 -2.207 3.331
C -2.826 -2.106 2.611
N -3.826 -1.998 2.052
H -1.616 0.466 3.658
H -1.714 0.584 5.398
H -3.125 0.080 4.442
H -2.239 -1.968 5.399
H -0.600 -1.512 5.076
H -1.295 -3.255 3.484
H -0.741 -1.826 2.713
C -4.998 -1.028 -1.171
C -5.831 -1.580 -2.296
C -6.735 -2.735 -1.831
C -7.763 -2.318 -0.889
N -8.601 -1.983 -0.183
H -4.187 -0.411 -1.558
H -4.456 -1.859 -0.696
H -5.584 -0.611 -0.357
H -5.231 -2.007 -3.103
H -6.446 -0.798 -2.746
H -6.139 -3.548 -1.416
H -7.261 -3.179 -2.683
C -1.588 0.399 0.016
C -0.585 0.526 -1.130
C 0.354 -0.663 -1.128
C 1.184 -0.798 0.056
N 1.849 -0.908 0.983
H -1.178 0.441 1.022
H -2.097 -0.567 -0.078
H -2.391 1.130 -0.100
H 0.016 1.420 -0.978
H -1.148 0.566 -2.057
H 0.989 -0.671 -2.023
H -0.200 -1.601 -1.271
C -0.135 3.829 0.363
C 0.248 3.132 1.672
C 1.722 2.674 1.661
C 2.660 3.741 1.345
N 3.402 4.585 1.094
H -0.197 4.909 0.466
H -1.097 3.411 0.062
H 0.562 3.603 -0.447
H -0.366 2.240 1.778
H 0.057 3.703 2.583
H 1.783 1.926 0.862
H 2.001 2.141 2.568
```